(1)
This record from the Open Molecules 2025 dataset describes a molecular structure, C14H28Cl14F4MgN2O8S4. The level of theory is ωB97M-V/def2-TZVPD.

Atoms and positions in Å:
Mg (-0.752, -3.980, -0.682)
N (1.337, -7.209, -4.567)
S (2.553, -6.547, -5.273)
O (3.401, -5.579, -4.602)
O (2.449, -6.534, -6.723)
F (3.453, -7.891, -4.946)
S (0.569, -5.648, -4.696)
O (0.396, -4.990, -5.978)
O (0.635, -4.861, -3.426)
F (-0.861, -6.216, -4.491)
N (-0.270, -1.919, 1.046)
S (0.406, -0.417, 0.749)
O (1.682, -0.052, 1.424)
O (-0.546, 0.584, 0.376)
F (0.861, -0.987, -0.699)
S (-0.482, -1.568, 2.552)
O (-1.401, -0.485, 2.823)
O (0.671, -1.800, 3.429)
F (-1.401, -2.846, 2.829)
Cl (-3.734, 5.292, 2.048)
C (-2.115, 5.354, 2.735)
C (-1.813, 6.813, 2.956)
Cl (-1.762, 7.583, 1.382)
H (-1.438, 4.776, 2.106)
H (-2.288, 4.868, 3.695)
H (-0.842, 7.039, 3.398)
H (-2.588, 7.293, 3.553)
Cl (4.815, 1.221, -6.357)
C (4.925, 0.652, -4.656)
C (4.689, -0.865, -4.690)
Cl (2.945, -1.073, -4.916)
H (4.216, 1.182, -4.020)
H (5.918, 0.878, -4.267)
H (5.053, -1.492, -3.876)
H (5.238, -1.289, -5.532)
Cl (-3.823, 0.278, 9.559)
C (-4.467, 1.497, 8.451)
C (-4.142, 1.204, 7.041)
Cl (-4.843, -0.312, 6.508)
H (-4.039, 2.450, 8.764)
H (-5.544, 1.508, 8.616)
H (-3.107, 1.158, 6.702)
H (-4.597, 1.962, 6.404)
Cl (6.202, -1.440, -0.241)
C (6.310, -3.131, 0.349)
C (5.063, -3.532, 0.982)
Cl (3.781, -3.917, -0.160)
H (7.172, -3.191, 1.013)
H (6.442, -3.655, -0.597)
H (4.604, -2.723, 1.549)
H (5.215, -4.391, 1.636)
Cl (6.727, 4.738, -0.205)
C (5.144, 5.178, 0.540)
C (4.040, 4.226, 0.278)
Cl (2.714, 4.733, 1.363)
H (5.010, 6.179, 0.131)
H (5.317, 5.324, 1.606)
H (4.252, 3.227, 0.659)
H (3.688, 4.117, -0.747)
Cl (-4.780, 1.138, -3.190)
C (-3.354, 1.015, -4.172)
C (-3.168, -0.484, -4.520)
Cl (-2.968, -1.475, -3.069)
H (-2.527, 1.317, -3.529)
H (-3.454, 1.524, -5.130)
H (-2.278, -0.598, -5.140)
H (-4.026, -0.870, -5.070)
Cl (-5.544, -1.888, 1.744)
C (-6.076, -0.186, 1.540)
C (-7.507, -0.103, 0.977)
Cl (-8.530, -1.276, 1.916)
H (-5.269, 0.431, 1.146)
H (-6.189, 0.188, 2.557)
H (-7.493, -0.424, -0.064)
H (-7.880, 0.914, 1.099)

Calculated values
Kohn-Sham gap	0.115	Ha
spin multiplicity	1
E_tot	-269293.0172	eV
HOMO level	-9.820	eV
molecular weight	1077.29	g/mol
relative energy (zero: lowest compared OMol25 entry of this formula, charge and spin)	916.7	kJ/mol

(2)
This record from the Open Molecules 2025 dataset describes 2 unconnected molecules or ions with the total composition C28H55BN4O5S. The level of theory is ωB97M-V/def2-TZVPD.

Atoms and positions in Å:
C (4.897, -0.166, 2.389)
C (5.435, -1.573, 2.646)
C (6.730, -1.849, 1.881)
C (6.584, -1.995, 0.352)
C (5.258, -2.559, -0.164)
C (5.112, -2.422, -1.691)
C (4.250, -1.221, -2.122)
C (5.067, 0.037, -2.426)
C (4.260, 1.178, -3.052)
C (3.077, 1.683, -2.208)
C (3.403, 2.907, -1.321)
C (2.435, 4.091, -1.497)
C (1.241, 4.085, -0.519)
C (-0.097, 3.598, -1.122)
C (-0.712, 2.364, -0.434)
C (-1.817, 2.688, 0.587)
O (-3.069, 2.120, 0.235)
C (-3.409, 0.909, 0.928)
C (-4.175, 1.283, 2.192)
C (-4.421, 0.141, 3.200)
C (-5.905, -0.084, 3.517)
O (-3.772, -1.050, 2.734)
C (-4.176, 0.014, -0.068)
O (-5.572, -0.019, 0.255)
C (-6.144, -1.304, 0.353)
C (-6.160, -2.073, -0.964)
C (-6.785, -1.320, -2.149)
S (-8.097, -0.141, -1.713)
C (-9.502, -0.924, -2.376)
N (-10.716, -0.606, -2.100)
N (-11.521, -1.427, -2.892)
C (-10.726, -2.165, -3.556)
O (-9.423, -1.917, -3.296)
B (-3.957, 0.621, -1.537)
N (-4.888, 1.561, -2.071)
O (-2.900, 0.126, -2.290)
H (3.938, -0.003, 2.887)
H (5.598, 0.578, 2.778)
H (4.766, 0.033, 1.322)
H (4.675, -2.326, 2.424)
H (5.649, -1.670, 3.715)
H (7.225, -2.729, 2.300)
H (7.403, -1.009, 2.074)
H (7.372, -2.668, -0.005)
H (6.780, -1.035, -0.136)
H (5.185, -3.616, 0.115)
H (4.414, -2.050, 0.306)
H (4.675, -3.335, -2.100)
H (6.109, -2.299, -2.129)
H (3.690, -1.486, -3.026)
H (3.517, -1.011, -1.338)
H (5.858, -0.245, -3.128)
H (5.536, 0.399, -1.503)
H (4.940, 2.022, -3.204)
H (3.918, 0.872, -4.045)
H (2.252, 1.939, -2.879)
H (2.696, 0.878, -1.574)
H (4.423, 3.246, -1.521)
H (3.366, 2.600, -0.272)
H (2.044, 4.069, -2.519)
H (2.985, 5.029, -1.386)
H (1.118, 5.092, -0.113)
H (1.498, 3.445, 0.331)
H (-0.820, 4.418, -1.075)
H (0.043, 3.383, -2.185)
H (0.090, 1.829, 0.086)
H (-1.124, 1.683, -1.181)
H (-1.964, 3.770, 0.650)
H (-1.526, 2.358, 1.591)
H (-2.481, 0.395, 1.201)
H (-3.578, 2.054, 2.690)
H (-5.110, 1.762, 1.897)
H (-3.927, 0.432, 4.135)
H (-6.551, 0.382, 2.772)
H (-6.157, 0.329, 4.495)
H (-6.151, -1.150, 3.542)
H (-4.283, -1.809, 3.026)
H (-3.740, -0.987, 0.008)
H (-5.645, -1.908, 1.122)
H (-7.171, -1.142, 0.687)
H (-6.702, -3.009, -0.798)
H (-5.137, -2.338, -1.248)
H (-7.227, -2.039, -2.834)
H (-6.036, -0.776, -2.720)
H (-10.989, -2.927, -4.270)
H (-5.133, 2.338, -1.477)
H (-4.735, 1.866, -3.022)
H (-3.077, 0.141, -3.236)
C (9.797, -3.641, 4.919)
C (9.388, -2.278, 4.603)
N (9.058, -1.206, 4.355)
H (9.005, -4.337, 4.648)
H (10.698, -3.895, 4.364)
H (10.000, -3.730, 5.984)

Calculated values
Kohn-Sham gap	0.335	Ha
spin multiplicity	1
E_tot	-57637.7000	eV
HOMO level	-8.751	eV
SMILES string	CCCCCCCCCCCCCCCCO[C@@H](C[C@@H](C)O)[C@@H](OCCCSc1nnco1)B(N)O.CC#N
molecular weight	570.65	g/mol

(3)
This record from the Open Molecules 2025 dataset describes 2 unconnected molecules or ions with the total composition C4H11NO. The level of theory is ωB97M-V/def2-TZVPD.

Atoms and positions in Å:
C (-1.888, -0.701, -1.615)
C (-0.720, -0.820, -0.619)
C (0.721, -0.687, -1.050)
C (1.251, 0.497, -1.357)
N (2.587, 0.731, -1.855)
H (-2.837, -0.636, -1.056)
H (-1.732, 0.318, -2.041)
H (-2.027, -1.483, -2.359)
H (-0.939, -1.651, 0.069)
H (-0.834, -0.042, 0.136)
H (1.361, -1.589, -0.952)
H (0.518, 1.273, -1.574)
H (2.677, -0.083, -2.481)
H (2.512, 1.387, -2.629)
O (-0.083, 1.467, 6.646)
H (0.402, 0.900, 6.031)
H (-0.969, 1.120, 6.704)

Calculated values
Kohn-Sham gap	0.353	Ha
spin multiplicity	1
E_tot	-7862.5221	eV
HOMO level	-8.704	eV
SMILES string	CC/C=C/N.O
molecular weight	89.14	g/mol
relative energy (zero: lowest compared OMol25 entry of this formula, charge and spin)	196.0	kJ/mol

(4)
This record from the Open Molecules 2025 dataset describes a single C3H6N4S molecule. The level of theory is ωB97M-V/def2-TZVPD.

Atoms and positions in Å:
H (1.813, -1.708, -0.856)
N (2.559, -0.753, -0.953)
C (1.892, -0.368, 0.085)
N (2.266, 0.923, 0.518)
N (0.693, -0.902, 0.474)
C (-0.270, -0.057, 0.187)
N (-0.064, 1.117, -0.512)
C (-1.474, -0.652, 0.516)
S (-2.805, 0.081, -0.195)
H (2.270, 1.082, 1.633)
H (3.282, 1.360, 0.135)
H (-0.873, 1.751, -0.338)
H (0.698, 1.627, 0.059)
H (-1.371, -1.645, 1.077)

Calculated values
Kohn-Sham gap	0.281	Ha
spin multiplicity	1
E_tot	-20000.2199	eV
HOMO level	-9.301	eV
SMILES string	[H]/N=C(N)\N=C(/N)C=S
molecular weight	130.18	g/mol
relative energy (zero: lowest compared OMol25 entry of this formula, charge and spin)	397.2	kJ/mol

(5)
This record from the Open Molecules 2025 dataset describes a molecular structure, C5H8O. The level of theory is ωB97M-V/def2-TZVPD.

Atoms and positions in Å:
C (-1.218, -0.960, -0.506)
C (-0.607, 0.419, -0.672)
C (-0.150, 1.177, 0.554)
C (0.885, 0.614, -0.355)
C (1.602, -0.551, 0.522)
O (2.591, -1.173, 0.250)
H (-0.780, -1.465, 0.358)
H (-2.299, -0.897, -0.340)
H (-1.047, -1.588, -1.388)
H (-1.055, 0.959, -1.526)
H (-0.058, 0.505, 1.518)
H (-0.357, 2.216, 0.814)
H (1.586, 1.151, -1.007)
H (0.863, -0.469, 1.641)

Calculated values
Kohn-Sham gap	0.393	Ha
spin multiplicity	1
E_tot	-7359.5040	eV
HOMO level	-9.671	eV
molecular weight	84.12	g/mol
relative energy (zero: lowest compared OMol25 entry of this formula, charge and spin)	265.5	kJ/mol

(6)
This record from the Open Molecules 2025 dataset describes 8 unconnected molecules or ions with the total composition C30H44F3NO22. The level of theory is ωB97M-V/def2-TZVPD.

Atoms and positions in Å:
C (-2.999, -1.032, -3.392)
C (-1.522, -1.065, -3.652)
C (-0.800, -0.364, -2.460)
C (-1.071, -2.536, -3.710)
C (0.416, -2.708, -3.988)
C (0.685, -2.151, -5.375)
C (0.216, -0.693, -5.544)
C (1.305, 0.211, -4.952)
C (0.118, -0.412, -7.049)
N (-1.067, -0.455, -4.899)
O (-1.557, 0.859, -5.123)
H (-3.477, -0.068, -3.587)
H (-3.546, -1.679, -4.097)
H (-3.297, -1.411, -2.419)
H (-0.726, 0.700, -2.678)
H (-1.398, -0.475, -1.547)
H (0.151, -0.777, -2.123)
H (-1.318, -3.028, -2.764)
H (-1.608, -3.065, -4.501)
H (1.092, -2.374, -3.199)
H (0.620, -3.787, -3.971)
H (0.404, -2.903, -6.118)
H (1.768, -2.182, -5.560)
H (1.259, 0.186, -3.855)
H (1.117, 1.273, -5.119)
H (2.353, -0.051, -5.110)
H (-0.421, 0.489, -7.353)
H (-0.387, -1.208, -7.604)
H (1.109, -0.286, -7.489)
H (-2.268, 0.678, -5.746)
O (2.458, 0.591, -0.363)
C (1.664, 0.663, 0.526)
O (0.388, 1.041, 0.286)
C (-0.467, 0.815, 1.415)
C (0.476, 0.101, 2.389)
F (0.121, -1.208, 2.512)
O (1.752, 0.195, 1.766)
H (-0.895, 1.722, 1.840)
H (-1.255, 0.187, 1.005)
H (0.631, 0.512, 3.383)
O (-2.434, 0.571, 7.178)
C (-2.839, 0.071, 6.189)
O (-2.285, 0.181, 4.968)
C (-3.010, -0.562, 3.991)
C (-4.113, -1.220, 4.825)
F (-3.828, -2.577, 4.865)
O (-3.962, -0.702, 6.103)
H (-3.320, 0.130, 3.208)
H (-2.388, -1.306, 3.504)
H (-5.152, -1.114, 4.519)
O (7.182, 2.753, 3.400)
C (6.436, 2.357, 2.579)
O (5.942, 3.061, 1.540)
C (5.087, 2.269, 0.742)
C (5.186, 0.894, 1.416)
F (5.499, -0.082, 0.511)
O (6.144, 1.021, 2.436)
H (4.025, 2.508, 0.715)
H (5.432, 2.157, -0.285)
H (4.240, 0.591, 1.870)
O (-2.666, -1.725, 1.258)
C (-2.837, -2.845, 0.900)
O (-3.218, -3.178, -0.338)
C (-3.479, -4.572, -0.473)
C (-2.985, -5.124, 0.896)
O (-2.721, -3.957, 1.647)
H (-4.565, -4.625, -0.539)
H (-2.944, -4.983, -1.322)
H (-2.115, -5.767, 0.793)
H (-3.800, -5.699, 1.331)
O (-2.426, 5.036, 2.296)
C (-1.505, 4.884, 1.564)
O (-1.453, 3.972, 0.554)
C (-0.309, 4.198, -0.273)
C (0.561, 5.067, 0.664)
O (-0.376, 5.588, 1.571)
H (0.204, 3.249, -0.408)
H (-0.633, 4.654, -1.205)
H (1.183, 5.816, 0.180)
H (1.258, 4.418, 1.205)
O (-0.708, 2.586, 4.133)
C (-0.882, 3.450, 4.933)
O (-1.897, 3.462, 5.817)
C (-1.994, 4.790, 6.324)
C (-0.604, 5.362, 6.150)
O (-0.073, 4.502, 5.117)
H (-2.777, 5.319, 5.776)
H (-2.353, 4.742, 7.352)
H (0.009, 5.358, 7.047)
H (-0.634, 6.360, 5.717)
O (1.448, -5.185, -0.561)
C (2.344, -4.482, -0.913)
O (3.591, -4.900, -1.178)
C (4.423, -3.781, -1.474)
C (3.515, -2.579, -1.453)
O (2.311, -3.128, -0.879)
H (5.189, -3.715, -0.696)
H (5.009, -3.931, -2.380)
H (3.216, -2.154, -2.413)
H (3.827, -1.793, -0.768)

Calculated values
Kohn-Sham gap	0.309	Ha
spin multiplicity	1
E_tot	-86510.2488	eV
HOMO level	-8.105	eV
SMILES string	CC1(C)CCCC(C)(C)N1O.O=C1OC[C@@H](F)O1.O=C1OC[C@@H](F)O1.O=C1OC[C@@H](F)O1.O=C1OCCO1.O=C1OCCO1.O=C1OCCO1.O=C1OCCO1
molecular weight	827.66	g/mol
relative energy (zero: lowest compared OMol25 entry of this formula, charge and spin)	86.6	kJ/mol

(7)
This record from the Open Molecules 2025 dataset describes a single C3H3NO3 molecule. The level of theory is ωB97M-V/def2-TZVPD.

Atoms and positions in Å:
N (-0.504, 1.306, -0.798)
C (-0.463, 0.107, -0.473)
O (0.559, -0.778, -0.256)
C (1.807, -0.315, 0.033)
O (2.121, 0.833, 0.153)
C (-1.845, -0.434, 1.072)
O (-1.664, -0.555, -0.233)
H (0.417, 1.724, -0.840)
H (2.477, -1.177, 0.130)
H (-2.905, -0.711, 1.211)

Calculated values
Kohn-Sham gap	0.353	Ha
spin multiplicity	1
E_tot	-10788.2445	eV
HOMO level	-9.426	eV
molecular weight	101.06	g/mol
relative energy (zero: lowest compared OMol25 entry of this formula, charge and spin)	429.9	kJ/mol

(8)
This record from the Open Molecules 2025 dataset describes a gas-phase ion, C4H10N2O (charge +1). The level of theory is ωB97M-V/def2-TZVPD.

Atoms and positions in Å:
C (-0.574, 0.678, -1.010)
N (0.658, 0.388, -0.509)
C (0.989, -1.063, -0.465)
N (2.252, -1.243, 0.354)
O (-0.006, -1.734, 0.079)
C (-1.410, 1.636, -0.082)
C (-1.615, 0.985, 1.302)
H (-1.159, -0.215, -1.243)
H (-0.458, 1.189, -1.991)
H (1.239, -1.413, -1.484)
H (1.979, -1.785, 1.175)
H (2.449, -0.307, 0.714)
H (-0.872, 2.564, 0.067)
H (-2.336, 1.782, -0.621)
H (-0.729, 0.404, 1.541)
H (-1.736, 1.708, 2.081)
H (-2.421, 0.264, 1.323)

Calculated values
Kohn-Sham gap (spin up / spin down)	0.255 / 0.241	Ha
spin multiplicity	2
E_tot	-9324.3268	eV
HOMO level (spin up / spin down)	-15.714 / -15.288	eV
molecular weight	102.14	g/mol
relative energy (zero: lowest compared OMol25 entry of this formula, charge and spin)	540.5	kJ/mol
net charge	+1